No. 1
Below is a cluster of 2 separate species, C11H15N in total in a non-equilibrium geometry, with properties calculated with the ωB97M-V functional and the def2-TZVPD basis.

Geometry as ORCA input:
```
! RIJCOSX wB97M-V def2-TZVPD def2/J DEFGRID3
* xyz -1 2
C 0.06319 0.46161 2.85057
C -1.20226 1.26045 2.33442
H 0.59715 0.21743 1.85961
H 0.67656 1.17022 3.33148
H -0.47432 -0.31442 3.44815
H -1.25203 1.84898 1.51473
H -1.44688 1.98780 3.18444
H -2.05891 0.64441 2.33435
C 3.00230 0.08700 -1.15185
C -0.65327 0.25799 -0.71058
C 0.52493 -0.52259 -0.65130
C 1.57834 0.39338 -1.05592
C 1.10260 1.68395 -1.26578
C -1.90506 -0.20898 -0.25376
C -1.98340 -1.53117 0.11552
C 0.37196 -1.93830 -0.39233
C -0.83782 -2.37603 -0.07529
N -0.26745 1.54652 -1.16309
H -0.94027 2.30070 -1.34865
H -2.68292 0.55378 -0.17247
H 1.42481 2.67777 -1.71523
H -3.00014 -1.82954 0.52503
H 1.35024 -2.42123 -0.10733
H 3.44545 -0.69721 -1.78202
H 3.43065 0.01207 -0.16287
H -1.07750 -3.33024 0.43691
H 3.51119 0.94991 -1.66670
*
```

Computed properties:
Relative energy (zero: lowest compared OMol25 entry of this formula, charge and spin) ... 2.134 eV
Frontier orbital gap (alpha / beta) ... 3.2 / 6.8 eV

=====

No. 2
Below is a cluster of 2 separate species, C11H15N in total in a non-equilibrium geometry, with properties calculated with the ωB97M-V functional and the def2-TZVPD basis.

Geometry as ORCA input:
```
! RIJCOSX wB97M-V def2-TZVPD def2/J DEFGRID3
* xyz -1 2
C -1.52042 2.97650 -0.73804
C -0.77824 -0.66283 -0.58079
C -0.48581 0.62520 -1.17323
C -1.41725 1.51293 -0.54388
C -2.20949 0.81036 0.37782
C -0.05850 -1.79040 -0.85746
C 0.93584 -1.65117 -1.79683
C 0.54102 0.71557 -2.10696
C 1.32201 -0.39645 -2.32467
N -1.88050 -0.51549 0.36449
H -2.38483 -1.30753 0.75461
H -0.29847 -2.73640 -0.36884
H -3.09551 1.20844 0.95454
H 1.53794 -2.52997 -1.99416
H 0.70487 1.57850 -2.59181
H -2.58366 3.30072 -0.76117
H -1.09703 3.33992 -1.73708
H 2.27160 -0.30712 -2.98060
H -1.07661 3.57936 0.09154
C 0.73522 -0.75473 2.33291
C 2.17207 -1.26457 2.19660
H 0.05746 -1.55920 2.24554
H 0.47950 -0.11394 3.20363
H 0.52741 0.05268 1.63919
H 2.69546 -1.59702 3.14713
H 2.82379 -0.48982 1.82342
H 2.08212 -2.02351 1.42410
*
```

Computed properties:
Relative energy (zero: lowest compared OMol25 entry of this formula, charge and spin) ... 1.142 eV
Frontier orbital gap (alpha / beta) ... 3.0 / 6.5 eV

=====

No. 3
Below is a cluster of 2 separate species, C11H15N in total in a non-equilibrium geometry, with properties calculated with the ωB97M-V functional and the def2-TZVPD basis.

Geometry as ORCA input:
```
! RIJCOSX wB97M-V def2-TZVPD def2/J DEFGRID3
* xyz 0 1
C -0.00200 0.87807 -3.34312
C 0.63998 0.96269 -1.99286
C 1.54652 1.86339 -1.52648
N 1.94016 1.54858 -0.24985
C 1.32113 0.38004 0.12652
C 1.47074 -0.36300 1.29469
C 0.78854 -1.55660 1.37112
C -0.10236 -1.92452 0.32458
C -0.25082 -1.20506 -0.82863
C 0.48927 -0.01075 -0.93799
H -1.00129 1.29872 -3.34218
H -0.06567 -0.15689 -3.66743
H 0.62572 1.38761 -4.06507
H 1.86333 2.77575 -2.01169
H 2.59535 2.04395 0.32839
H 2.17970 -0.01146 2.04571
H 0.87590 -2.29983 2.14441
H -0.59423 -2.87030 0.56746
H -0.83000 -1.50620 -1.69357
C -2.51738 -0.22645 3.04885
C -3.50528 -0.56459 1.94474
H -1.50884 -0.12677 2.64321
H -2.79018 0.74896 3.45845
H -2.42344 -0.97343 3.83486
H -4.50490 -0.83942 2.29872
H -3.16652 -1.33448 1.24814
H -3.62784 0.28270 1.26055
*
```

Computed properties:
Relative energy (zero: lowest compared OMol25 entry of this formula, charge and spin) ... 0.304 eV
Frontier orbital gap ... 8.8 eV
SMILES string ... Cc1c[nH]c2ccccc12.CC

=====

No. 4
Below is a cluster of 2 separate species, C11H15N in total in a non-equilibrium geometry, with properties calculated with the ωB97M-V functional and the def2-TZVPD basis.

Geometry as ORCA input:
```
! RIJCOSX wB97M-V def2-TZVPD def2/J DEFGRID3
* xyz 0 1
C -0.95080 0.04861 -2.51059
C -0.29009 0.81856 -1.40664
C -0.42895 2.15260 -1.16770
N 0.31225 2.50912 -0.06592
C 0.89796 1.38612 0.45347
C 1.76173 1.21690 1.54195
C 2.27713 -0.04214 1.74245
C 1.97775 -1.12843 0.87843
C 1.19877 -0.93991 -0.23258
C 0.58058 0.31119 -0.38998
H -0.22395 -0.44259 -3.14947
H -1.61947 0.65071 -3.12311
H -1.54347 -0.72766 -2.02858
H -1.05255 2.85570 -1.69101
H 0.20081 3.38229 0.42246
H 2.03454 2.01850 2.21480
H 3.04000 -0.21048 2.48596
H 2.54996 -2.01672 1.09610
H 0.95635 -1.71246 -0.95856
C -2.39075 -2.13746 -0.03927
C -2.83901 -2.59255 1.35000
H -1.47763 -2.63836 -0.35413
H -3.16837 -2.33824 -0.77278
H -2.24836 -1.05420 -0.03539
H -3.63133 -1.98984 1.78445
H -1.99227 -2.55976 2.03802
H -3.10412 -3.65234 1.33267
*
```

Computed properties:
Relative energy (zero: lowest compared OMol25 entry of this formula, charge and spin) ... 0.233 eV
Frontier orbital gap ... 8.8 eV
SMILES string ... Cc1c[nH]c2ccccc12.CC

=====

No. 5
Below is a cluster of 2 separate species, C11H15N in total in a non-equilibrium geometry, with properties calculated with the ωB97M-V functional and the def2-TZVPD basis.

Geometry as ORCA input:
```
! RIJCOSX wB97M-V def2-TZVPD def2/J DEFGRID3
* xyz 0 1
C 2.72154 -2.15017 0.91685
C 1.62520 -1.12824 1.00384
C 0.57348 -1.12781 1.87520
N -0.21822 -0.02303 1.65867
C 0.31200 0.72144 0.63520
C -0.10681 1.91530 0.07093
C 0.64377 2.43735 -0.97079
C 1.79472 1.79047 -1.42006
C 2.21822 0.60272 -0.84474
C 1.48035 0.05208 0.20194
H 2.84124 -2.45620 -0.12526
H 2.45774 -3.03601 1.48990
H 3.66182 -1.72822 1.27182
H 0.35738 -1.87962 2.61582
H -1.01602 0.19507 2.18940
H -1.01941 2.39314 0.40805
H 0.34551 3.39829 -1.36607
H 2.33912 2.19159 -2.26543
H 3.11159 0.11986 -1.22260
C -2.50662 -0.64970 -1.20382
C -3.53377 0.05728 -0.33603
H -2.98757 -1.16607 -2.03100
H -1.79951 0.07880 -1.60344
H -1.91890 -1.36846 -0.63409
H -3.05216 0.48980 0.54555
H -4.31960 -0.62244 -0.00551
H -4.00510 0.89281 -0.85433
*
```

Computed properties:
Relative energy (zero: lowest compared OMol25 entry of this formula, charge and spin) ... 0.033 eV
Frontier orbital gap ... 8.7 eV
SMILES string ... Cc1c[nH]c2ccccc12.CC

=====

No. 6
Below is a cluster of 2 separate species, C11H15N in total in a non-equilibrium geometry, with properties calculated with the ωB97M-V functional and the def2-TZVPD basis.

Geometry as ORCA input:
```
! RIJCOSX wB97M-V def2-TZVPD def2/J DEFGRID3
* xyz 0 1
C 2.53143 1.78490 2.31108
C 1.29818 1.40323 1.66399
C 0.11113 2.14233 1.54433
N -0.97851 1.23711 1.32814
C -0.43710 0.10332 0.94484
C -1.01497 -1.09546 0.40695
C -0.22903 -2.18252 0.06101
C 1.20167 -1.99781 0.12859
C 1.79211 -0.83085 0.58269
C 0.96400 0.20388 1.15269
H 2.19273 1.95759 3.32408
H 3.01113 2.68801 1.91299
H 3.37224 1.11261 2.40356
H 0.07070 3.24708 1.82781
H -1.95905 1.44084 1.28170
H -2.10467 -1.22543 0.27273
H -0.80588 -3.01903 -0.29916
H 1.86352 -2.78055 -0.06199
H 2.85856 -0.74055 0.76030
C -1.96914 -0.98870 -3.19182
C -1.46151 0.05912 -2.23206
H -2.20550 -0.50716 -4.16027
H -1.22773 -1.65603 -3.36942
H -2.77005 -1.51747 -2.70805
H -2.36900 0.44437 -1.54301
H -1.06674 0.90365 -2.89354
H -0.66855 -0.18647 -1.44815
*
```

Computed properties:
Relative energy (zero: lowest compared OMol25 entry of this formula, charge and spin) ... 2.409 eV
Frontier orbital gap ... 8.7 eV
SMILES string ... Cc1c[nH]c2ccccc12.CC

=====

No. 7
Below is a cluster of 2 separate species, C11H15N in total in a non-equilibrium geometry, with properties calculated with the ωB97M-V functional and the def2-TZVPD basis.

Geometry as ORCA input:
```
! RIJCOSX wB97M-V def2-TZVPD def2/J DEFGRID3
* xyz 0 1
C -1.04389 -0.08037 1.46158
C 0.28326 -0.74291 1.33227
C 0.56629 -2.08100 1.28025
N 1.85915 -2.22599 0.83141
C 2.48491 -1.02618 0.67084
C 3.69618 -0.66971 0.00246
C 3.89457 0.69121 -0.14274
C 2.88676 1.64848 0.10004
C 1.74586 1.32976 0.78723
C 1.49864 -0.03704 0.99867
H -1.88347 -0.75825 1.60071
H -1.25881 0.53445 0.57801
H -0.97032 0.63737 2.28499
H -0.00875 -2.99174 1.31014
H 2.36740 -3.07745 0.78703
H 4.60182 -1.25638 0.03546
H 4.89156 1.04971 -0.37295
H 3.17000 2.67409 -0.11260
H 1.14366 2.14148 1.17875
C -4.19845 -0.06616 -1.69588
C -3.31629 1.16740 -1.90659
H -4.57395 -0.35729 -2.68726
H -3.66582 -0.96715 -1.40632
H -5.03207 0.05387 -1.01474
H -2.46603 1.18515 -1.21427
H -3.84199 2.10657 -1.80675
H -2.83020 1.11810 -2.87977
*
```

Computed properties:
Relative energy (zero: lowest compared OMol25 entry of this formula, charge and spin) ... 0.880 eV
Frontier orbital gap ... 8.8 eV
SMILES string ... Cc1c[nH]c2ccccc12.CC

=====

No. 8
Below is a cluster of 2 separate species, C11H15N in total in a non-equilibrium geometry, with properties calculated with the ωB97M-V functional and the def2-TZVPD basis.

Geometry as ORCA input:
```
! RIJCOSX wB97M-V def2-TZVPD def2/J DEFGRID3
* xyz 0 1
C 3.86593 -1.03043 -0.91474
C 2.58066 -0.99359 -0.15628
C 2.11944 -1.85859 0.76503
N 0.96089 -1.33892 1.37062
C 0.72004 -0.11308 0.79998
C -0.33987 0.79227 1.09354
C -0.44748 1.92539 0.29798
C 0.55553 2.17494 -0.69030
C 1.59107 1.32675 -0.91458
C 1.74049 0.17704 -0.08870
H 3.99099 -0.40239 -1.79577
H 4.12926 -2.06852 -1.24454
H 4.67764 -0.69834 -0.26126
H 2.57008 -2.76076 1.15825
H 0.37931 -1.84941 2.00742
H -1.18665 0.36595 1.63080
H -1.10551 2.71755 0.64554
H 0.38780 2.95469 -1.42880
H 2.39554 1.46342 -1.65036
C -3.95131 -0.27190 0.56559
C -3.38978 0.03986 -0.84367
H -3.19582 -0.29378 1.33423
H -4.63875 0.57067 0.84109
H -4.59173 -1.14702 0.76959
H -2.36475 0.44064 -0.60140
H -3.42068 -0.90061 -1.37015
H -4.03233 0.77814 -1.31912
*
```

Computed properties:
Relative energy (zero: lowest compared OMol25 entry of this formula, charge and spin) ... 1.093 eV
Frontier orbital gap ... 8.9 eV
SMILES string ... Cc1c[nH]c2ccccc12.CC

=====

Question: The highest relative energy (zero: lowest compared OMol25 entry of this formula, charge and spin) belongs to which entry?
Answer: number 6